# 1
This record from OMol25 describes a 4-piece molecular cluster, C4H14NO3 overall at a distorted geometry. The level of theory is the ωB97M-V functional and the def2-TZVPD basis.

Computed properties:
* Kohn-Sham gap: 3.46 eV
* E_LUMO: -9.67 eV
* total charge: +1
* ΔE to the lowest compared entry with this formula, charge and spin: 8.313 eV
* HOMO level: -13.1 eV

Geometry (Å):
1 C -0.34 1.36 -2.32
2 C 0.41 1.10 -1.04
3 C 0.96 -0.40 -0.78
4 C -0.32 0.11 -0.16
5 O -0.22 0.29 1.16
6 N -0.24 3.18 1.54
7 H -0.13 2.37 -2.64
8 H -0.09 0.66 -3.15
9 H -1.43 1.34 -2.07
10 H 1.25 1.78 -0.82
11 H 2.01 -0.22 -0.48
12 H 0.88 -1.12 -1.61
13 H -1.17 -0.53 -0.45
14 H -0.46 2.17 1.59
15 H 0.53 3.36 2.30
16 H -1.05 3.80 1.59
17 H -0.46 -2.98 0.21
18 H -0.61 -3.77 -1.06
19 O -0.33 -2.94 -0.69
20 H 0.18 -1.18 1.63
21 H 0.27 -2.32 2.63
22 O 0.26 -2.18 1.69

Charge distribution, natural (NBO) scheme, values in e:
1. C -0.6427
2. C -0.1657
3. C -0.0623
4. C 0.0587
5. O -0.2474
6. N -1.1024
7. H 0.2899
8. H 0.2514
9. H 0.2418
10. H 0.3064
11. H 0.2941
12. H 0.3020
13. H 0.3254
14. H 0.3570
15. H 0.3899
16. H 0.3892
17. H 0.4962
18. H 0.4916
19. O -0.9788
20. H 0.4623
21. H 0.4946
22. O -0.9513

# 2
This record from OMol25 describes C22H32N2O3 in the gas phase. The level of theory is the ωB97M-V functional and the def2-TZVPD basis.

Computed properties:
* Kohn-Sham gap: 8.39 eV
* E_LUMO: 0.69 eV
* ΔE to the lowest compared entry with this formula, charge and spin: 2.957 eV
* HOMO level: -7.7 eV

Geometry (Å):
1 C -4.00 5.49 3.85
2 H -3.77 6.47 3.43
3 O -3.82 4.47 2.90
4 C -2.58 4.29 2.36
5 C -1.45 5.04 2.69
6 C -0.24 4.78 2.07
7 C -0.13 3.78 1.12
8 C -1.26 3.00 0.80
9 C -2.46 3.26 1.42
10 H -3.34 2.68 1.19
11 C -1.08 1.91 -0.14
12 C 0.04 1.82 -0.86
13 C 0.30 0.70 -1.83
14 N 0.30 -0.59 -1.16
15 C 0.34 -1.69 -2.10
16 H -0.48 -1.58 -2.81
17 C 0.18 -3.02 -1.34
18 N 1.23 -3.21 -0.34
19 C 1.30 -2.04 0.53
20 C 1.40 -0.71 -0.22
21 H 1.35 0.11 0.50
22 H 2.38 -0.64 -0.74
23 H 2.16 -2.15 1.19
24 H 0.40 -2.03 1.14
25 C 2.52 -3.63 -0.86
26 C 3.42 -4.14 0.30
27 C 4.11 -5.42 -0.21
28 H 3.66 -6.30 0.25
29 C 3.84 -5.44 -1.72
30 H 4.56 -4.82 -2.24
31 H 3.88 -6.45 -2.13
32 C 2.45 -4.82 -1.82
33 H 1.70 -5.52 -1.46
34 H 2.21 -4.52 -2.84
35 H 5.18 -5.42 0.01
36 H 4.15 -3.39 0.59
37 H 2.80 -4.36 1.16
38 H 3.05 -2.80 -1.37
39 H 0.24 -3.83 -2.06
40 C -1.20 -3.10 -0.66
41 C -2.34 -3.42 -1.62
42 O -2.65 -2.36 -2.50
43 H -2.81 -1.57 -1.97
44 H -3.23 -3.70 -1.04
45 H -2.08 -4.26 -2.27
46 H -1.41 -2.15 -0.16
47 H -1.15 -3.89 0.09
48 H 1.29 -1.70 -2.67
49 H -0.50 0.68 -2.58
50 H 1.25 0.89 -2.36
51 C 1.10 2.88 -0.70
52 H 2.10 2.46 -0.80
53 O 1.09 3.53 0.56
54 H 0.97 3.64 -1.50
55 H -1.86 1.17 -0.23
56 H 0.64 5.35 2.32
57 H -1.50 5.83 3.42
58 H -3.38 5.32 4.74
59 H -5.05 5.45 4.13

Charge distribution, natural (NBO) scheme, values in e:
1. C -0.2505
2. H 0.1741
3. O -0.4964
4. C 0.2877
5. C -0.2969
6. C -0.2255
7. C 0.2680
8. C -0.0404
9. C -0.2499
10. H 0.2199
11. C -0.2106
12. C -0.0013
13. C -0.2360
14. N -0.4457
15. C -0.2597
16. H 0.2293
17. C -0.0350
18. N -0.4585
19. C -0.2161
20. C -0.2545
21. H 0.2136
22. H 0.1574
23. H 0.2079
24. H 0.1998
25. C -0.0383
26. C -0.4094
27. C -0.4053
28. H 0.2003
29. C -0.3959
30. H 0.1947
31. H 0.2107
32. C -0.4166
33. H 0.2048
34. H 0.2097
35. H 0.2082
36. H 0.2025
37. H 0.2166
38. H 0.1642
39. H 0.2082
40. C -0.4467
41. C -0.0540
42. O -0.7215
43. H 0.4622
44. H 0.1598
45. H 0.1728
46. H 0.2112
47. H 0.2247
48. H 0.1619
49. H 0.2134
50. H 0.1664
51. C -0.0933
52. H 0.1966
53. O -0.4900
54. H 0.1755
55. H 0.2112
56. H 0.2219
57. H 0.2194
58. H 0.1738
59. H 0.1992

# 3
This record from OMol25 describes CH4FOP in the gas phase at a distorted geometry. The level of theory is the ωB97M-V functional and the def2-TZVPD basis.

Computed properties:
* Kohn-Sham gap: 11.12 eV
* E_LUMO: 0.72 eV
* ΔE to the lowest compared entry with this formula, charge and spin: 2.360 eV
* HOMO level: -10.4 eV

Geometry (Å):
1 C 0.62 0.33 0.13
2 O 1.02 -1.27 -0.05
3 F -1.62 -0.32 -0.78
4 P -1.09 -0.05 0.76
5 H 1.30 0.49 0.90
6 H 0.71 0.99 -0.79
7 H 0.44 -1.42 -0.89
8 H -1.39 1.24 0.71

Charge distribution, natural (NBO) scheme, values in e:
1. C -0.4173
2. O -0.7502
3. F -0.5924
4. P 0.9992
5. H 0.2074
6. H 0.2190
7. H 0.4655
8. H -0.1311

> Among the records above, which one has the lowest Kohn-Sham gap?

C4H14NO3